P:
C2H4BrFO as an isolated structure, computed with ωB97M-V with the def2-TZVPD basis set.

```
9
Properties=species:S:1:pos:R:3:nbo_charge:R:1
C -0.3717 0.5535 0.4191 -0.585
C 1.1115 -0.7810 -0.0367 0.651
O 0.8466 -1.3191 -1.1845 -0.708
F 1.3183 -1.7013 0.9207 -0.356
Br 2.8001 0.4554 0.0223 -0.177
H -1.2695 -0.1096 0.4540 0.227
H 0.0766 1.0960 1.1988 0.216
H -0.1509 1.2281 -0.4994 0.224
H 1.2519 -2.2935 -1.3190 0.507
```

HOMO-LUMO gap (eV): 9.9

=====

Q:
A 2-piece molecular cluster, C2H4BrFO overall, computed with ωB97M-V with the def2-TZVPD basis set.

```
9
Properties=species:S:1:pos:R:3:nbo_charge:R:1
C 0.6103 0.8873 -0.3768 -0.706
C 0.0323 -0.5092 -0.0145 0.973
O 0.1652 -1.1103 1.1032 -0.603
F -0.1497 -1.1921 -1.1139 -0.282
Br -2.6432 0.4502 0.5309 -0.709
H 0.6591 0.8716 -1.4686 0.254
H 0.0196 1.5631 0.1559 0.289
H 1.6663 0.9836 0.0050 0.243
H -0.3598 -1.9444 1.1788 0.540
```

HOMO-LUMO gap (eV): 7.6

=====

R:
A 2-piece molecular cluster, C2H4BrFO overall, computed with ωB97M-V with the def2-TZVPD basis set.

```
9
Properties=species:S:1:pos:R:3:nbo_charge:R:1
C 0.7160 0.3591 -0.8772 -0.773
C -0.2811 0.2653 0.2103 0.995
O -1.5620 -0.0287 0.1122 -0.647
F -0.0127 1.0155 1.2551 -0.278
Br 0.3306 -2.2574 1.7713 -0.739
H 0.2919 -0.2386 -1.6882 0.270
H 1.0996 1.3843 -1.0753 0.278
H 1.6079 -0.2511 -0.6194 0.317
H -2.1901 -0.2485 0.9111 0.577
```

HOMO-LUMO gap (eV): 6.9

=====

Verdict on stability: Q comes out on top.

=====

P:
A single C7H13NSi molecule, computed with ωB97M-V with the def2-TZVPD basis set.

```
22
Properties=species:S:1:pos:R:3:nbo_charge:R:1
C 0.7721 2.4056 -0.1648 0.077
C 1.8855 -0.2079 -0.0870 -0.402
C 1.1563 -1.3288 -0.7489 -0.412
C 1.1529 0.1631 1.2091 -0.420
C -0.3803 -1.0583 -0.9061 -0.399
C -0.2941 0.6581 0.9626 -0.087
C -1.1377 -0.5568 0.4463 -0.572
N -0.3010 1.8825 0.2035 -0.444
Si -3.0234 -0.0931 0.0349 0.661
H 0.6682 3.1839 -1.0330 0.184
H 2.9083 -0.3450 0.1759 0.221
H 1.9471 0.6881 -0.8265 0.206
H 1.5729 -1.4665 -1.7435 0.213
H 1.3262 -2.2490 -0.2599 0.199
H 1.1220 -0.8754 1.7485 0.213
H 1.5352 1.0513 1.6426 0.227
H -0.4199 -0.1736 -1.6011 0.204
H -0.9863 -1.8353 -1.3118 0.218
H -0.7897 0.8170 1.9473 0.206
H -1.1756 -1.2226 1.2930 0.232
H -3.4505 -0.4082 -1.3445 -0.188
H -4.0882 0.9709 0.3634 -0.137
```

HOMO-LUMO gap (spin up / spin down) (eV): 8.0 / 6.5

=====

Q:
A single C7H13NSi molecule, computed with ωB97M-V with the def2-TZVPD basis set.

```
22
Properties=species:S:1:pos:R:3:nbo_charge:R:1
C 2.3274 -1.2113 -0.5354 -0.251
C -1.8430 -0.6152 -0.6052 -0.401
C -1.5446 0.8815 -0.1722 -0.393
C -1.1599 -1.4142 0.5434 -0.395
C -0.1076 1.2424 -0.3689 -0.417
C 0.2885 -1.0211 0.5671 -0.084
C 0.7199 0.4209 0.5856 -0.552
N 1.2164 -1.7572 -0.3970 -0.388
Si 2.6607 0.6354 0.0292 0.945
H 2.9852 -1.9208 -1.1185 0.188
H -2.8217 -0.9242 -0.6661 0.206
H -1.2785 -0.9362 -1.4663 0.203
H -2.1524 1.5570 -0.7311 0.206
H -1.8651 0.9993 0.8970 0.191
H -1.5442 -1.1776 1.5485 0.196
H -1.1455 -2.4580 0.4129 0.219
H 0.1488 1.1288 -1.4076 0.202
H 0.0937 2.3042 -0.2029 0.207
H 0.5468 -1.3890 1.6149 0.195
H 0.5586 0.7048 1.5627 0.215
H 3.6974 0.8733 1.0144 -0.149
H 2.5270 1.6309 -1.1035 -0.144
```

HOMO-LUMO gap (eV): 9.6

=====

Verdict on stability: Q comes out on top.

=====

P:
A 7-piece molecular cluster, C24H68N6O7 overall, computed with ωB97M-V with the def2-TZVPD basis set.

```
105
Properties=species:S:1:pos:R:3:mulliken_charge:R:1
C -3.6828 2.9682 -3.3484 -1.664
C -3.7327 1.7018 -2.5283 0.642
C -2.9001 0.5873 -3.1657 -0.613
O -2.9456 -0.5901 -2.3808 -0.121
C -2.9723 -1.7600 -3.1484 -0.761
N -3.2827 1.9434 -1.1360 -0.531
H -4.1395 2.8127 -4.3263 0.458
H -2.6532 3.3142 -3.4817 0.293
H -4.1990 3.7749 -2.8268 0.400
H -4.7568 1.3170 -2.4949 0.306
H -1.8398 0.8182 -3.3360 -0.062
H -3.3225 0.4473 -4.1747 0.707
H -2.8586 -2.6502 -2.5273 0.199
H -2.1723 -1.7859 -3.8963 0.198
H -3.9356 -1.8894 -3.6595 0.284
H -3.0486 1.0157 -0.7914 -0.055
H -2.3753 2.4201 -1.1719 0.224
C -3.3790 -1.5746 0.5640 -0.679
C -2.8961 -2.4849 1.7022 1.943
C -2.9720 -1.8898 3.1074 -1.531
O -2.1569 -0.7422 3.1965 -0.160
C -1.1440 -0.8471 4.1821 -0.571
N -3.6965 -3.7400 1.7357 -0.799
H -4.4666 -1.5512 0.5208 0.357
H -3.0198 -2.0676 -0.3379 -0.060
H -2.9338 -0.5877 0.6692 -0.146
H -1.8689 -2.8232 1.5301 -0.548
H -2.7180 -2.6738 3.8269 0.639
H -4.0175 -1.6082 3.2900 0.362
H -0.4606 -0.0084 4.0679 0.077
H -0.6077 -1.7933 4.0425 0.191
H -1.5731 -0.8398 5.1896 0.332
H -4.3527 -3.6594 2.5090 0.267
H -4.2881 -3.8572 0.9221 0.262
C 3.2379 3.3462 3.1565 -1.224
C 2.1519 4.3738 2.8640 0.624
C 0.7764 3.8410 3.1731 0.164
O -0.1966 4.7760 2.7149 -0.390
C -1.4722 4.1655 2.6733 -0.469
N 2.3953 5.5586 3.7158 -0.839
H 3.1457 2.4583 2.5256 0.107
H 3.1476 3.0529 4.2019 0.336
H 4.2226 3.7686 2.9596 0.401
H 2.1486 4.7563 1.8369 0.200
H 0.6003 3.6983 4.2450 0.437
H 0.6143 2.9022 2.6331 -0.367
H -1.6723 3.7201 3.6610 0.308
H -1.4828 3.3400 1.9584 -0.031
H -2.2566 4.9004 2.5194 0.266
H 3.1633 6.0967 3.3240 0.259
H 1.6124 6.2038 3.6551 0.291
C 4.5619 -1.9893 -0.1485 -1.728
C 3.3108 -2.2866 0.6613 2.547
C 3.5213 -3.5182 1.5637 -1.153
O 2.3320 -4.2138 1.8559 -0.340
C 1.7716 -3.9303 3.1242 -0.565
N 2.9932 -1.0659 1.4601 -0.703
H 4.4541 -1.1265 -0.8057 0.307
H 4.7803 -2.8534 -0.7798 0.460
H 5.4217 -1.8206 0.5063 0.441
H 2.4602 -2.4363 -0.0090 -1.335
H 4.1316 -3.2336 2.4293 0.350
H 4.1946 -4.1873 1.0123 0.454
H 0.7659 -4.3459 3.1865 0.242
H 1.7129 -2.8614 3.3312 0.166
H 2.3457 -4.4348 3.9105 0.337
H 3.8727 -0.6254 1.7078 0.269
H 2.5180 -1.3081 2.3168 0.148
C -0.1325 0.5403 1.1276 -1.547
C 0.1099 0.6996 -0.3861 2.774
C 0.4169 2.1515 -0.7198 -1.418
O -0.6697 2.9811 -0.3920 0.482
C -0.5569 4.3223 -0.7445 -0.984
N 1.2456 -0.1339 -0.8030 1.213
H 0.6959 0.9951 1.6698 -0.139
H -0.1272 -0.5276 1.3742 0.480
H -1.1250 0.8724 1.4319 0.542
H -0.7900 0.4402 -0.9517 -1.409
H 0.6243 2.2172 -1.7977 0.466
H 1.3501 2.4399 -0.2126 0.209
H -1.5304 4.7679 -0.9669 0.261
H 0.0372 4.4787 -1.6581 0.393
H -0.0856 4.9448 0.0266 0.144
H 0.8264 -0.9966 -1.1706 -0.737
H 1.7572 -0.4663 0.0254 -0.161
C 0.7323 -0.6718 -4.2265 -0.871
C 1.6195 -1.9268 -4.1333 0.724
C 0.9374 -3.0570 -3.3795 -1.110
O 0.3867 -2.5716 -2.1582 0.117
C -0.1043 -3.5294 -1.2619 -0.939
N 1.9335 -2.4195 -5.4838 -0.782
H 0.7114 -0.1536 -3.2660 -0.190
H -0.2736 -0.8647 -4.6007 0.305
H 1.2007 0.0341 -4.9178 0.436
H 2.5291 -1.6129 -3.6193 0.187
H 1.6985 -3.8078 -3.1516 0.253
H 0.0754 -3.4125 -3.9568 0.318
H 0.6021 -4.3265 -0.9955 0.368
H -0.9937 -4.0293 -1.6667 0.360
H -0.3373 -3.0050 -0.3339 0.006
H 2.4840 -1.6992 -5.9435 0.315
H 1.0906 -2.4312 -6.0528 0.303
O 3.3566 1.2578 -2.4109 -0.713
H 2.6095 0.6689 -2.1960 0.201
H 3.7798 1.4132 -1.5620 0.334
```

HOMO-LUMO gap (eV): 9.4

=====

Q:
A 7-piece molecular cluster, C24H68N6O7 overall, computed with ωB97M-V with the def2-TZVPD basis set.

```
105
Properties=species:S:1:pos:R:3:mulliken_charge:R:1
C 4.1260 0.3044 -3.7939 -1.467
C 2.8910 0.3104 -3.0159 1.611
C 1.7100 -0.1846 -3.9859 -1.400
O 1.6470 0.7604 -4.9599 -0.407
C 0.5550 0.6974 -5.9989 -1.272
N 2.9560 -0.4926 -1.9009 0.226
H 3.6770 0.0234 -1.2719 0.628
H 2.1590 -0.2996 -1.1989 -0.784
H 2.9760 -1.3956 -2.0039 0.428
H 5.0530 1.0624 -3.3899 0.269
H 4.0630 0.6164 -4.8709 0.320
H 4.6670 -0.6496 -3.9349 0.367
H 2.5960 1.5344 -2.6319 -0.666
H 0.9520 -0.2136 -3.4589 0.471
H 1.9430 -1.1276 -4.2759 0.887
H 0.6560 -0.1936 -6.2069 0.666
H 0.7710 1.1364 -6.8629 0.463
H -0.5630 0.8034 -5.6469 0.191
O 0.8570 -0.1546 -0.3089 1.867
H 0.0350 0.0394 0.1691 -1.175
C -0.2210 0.3434 3.5711 -1.166
C -1.8460 0.4454 3.5771 1.661
C -2.3400 -0.4976 4.6001 -1.015
O -2.1170 -1.8926 4.2501 -0.066
C -2.3730 -2.8256 5.3681 -1.102
N -2.1060 1.8664 3.9531 -0.754
H -0.1000 -0.7016 3.5481 0.526
H 0.3050 1.0684 4.3031 0.243
H 0.2970 0.2114 2.6671 -0.135
H -2.1870 0.2214 2.5221 -0.653
H -3.4500 -0.5216 4.8561 0.360
H -1.9490 -0.4306 5.7291 0.246
H -1.8970 -2.6216 6.2951 0.418
H -2.3310 -3.8946 5.0981 0.240
H -3.2850 -2.4886 5.6351 0.494
H -3.1100 1.8944 4.1541 0.323
H -1.7030 2.0664 4.9831 0.357
C -1.7500 3.2964 -3.1919 -2.266
C -1.1520 3.3994 -1.8609 0.923
C -1.6980 2.4144 -0.8029 0.653
O -3.0200 2.9264 -0.5639 -0.402
C -3.7380 2.1944 0.4481 -0.179
N 0.2790 2.9814 -2.1549 -0.364
H -1.7900 2.3954 -3.7579 0.228
H -1.3890 3.9554 -3.7539 0.793
H -2.8610 3.6434 -3.1589 0.315
H -1.0520 4.3534 -1.2119 0.385
H -0.9290 2.4774 0.0451 -0.139
H -1.5500 1.3534 -1.0519 -0.351
H -3.8260 1.3854 0.1841 -0.171
H -4.7100 2.8004 0.4831 0.260
H -3.2580 2.4424 1.4151 0.227
H 0.8110 3.5044 -1.4009 0.049
H 0.3020 1.9884 -1.7739 -0.152
C 2.9890 -4.4746 2.0241 -1.413
C 1.9780 -3.7306 1.2741 0.787
C 0.5680 -3.6286 1.9481 1.187
O -0.0030 -4.9686 2.0261 -0.459
C -1.3980 -4.9666 2.2441 -0.234
N 2.4350 -2.4256 0.9351 -0.502
H 2.6850 -5.5376 2.1751 0.318
H 3.0250 -4.0386 3.1821 0.214
H 3.9150 -4.5726 1.5011 0.379
H 1.8920 -4.6106 0.3551 0.115
H -0.0400 -3.2316 1.3051 -1.239
H 0.4380 -2.9456 2.8841 0.199
H -1.7420 -5.7696 2.0151 0.613
H -1.8270 -4.3366 1.6431 -0.203
H -1.4160 -4.6226 3.4601 0.014
H 2.2550 -1.6816 1.6891 0.356
H 1.7750 -1.7836 0.5871 -0.276
C -2.2190 -3.1196 -2.8119 -1.493
C -1.6120 -1.9556 -2.0689 0.530
C -2.2990 -1.8866 -0.7199 0.908
O -3.7060 -1.6096 -0.9389 -0.474
C -4.6030 -1.9156 0.1271 -0.721
N -0.1950 -2.2016 -1.7719 -0.318
H -1.7500 -3.1456 -3.9229 0.279
H -3.2440 -2.8236 -3.1569 0.374
H -2.3670 -4.0426 -2.2449 0.338
H -1.6330 -1.2186 -2.8699 0.192
H -2.1010 -0.8746 -0.2049 -0.436
H -1.9560 -2.6796 -0.1539 -0.247
H -5.3790 -1.1516 -0.0299 0.350
H -4.4240 -1.6076 1.2151 0.134
H -4.7950 -3.0096 0.1961 0.321
H -0.0120 -3.0746 -1.4089 0.317
H 0.1710 -1.4126 -1.2649 -0.368
C 2.2640 3.9024 2.3381 -1.535
C 1.9970 3.0164 1.1811 1.637
C 2.8350 3.5074 -0.0409 -0.332
O 2.1670 4.6644 -0.5489 -0.488
C 2.8270 5.2954 -1.6779 -0.966
N 2.3910 1.6324 1.3721 -0.522
H 3.4370 3.7854 2.5841 0.332
H 1.5830 3.7384 3.1431 0.478
H 1.9410 4.8294 1.9161 0.376
H 0.8930 2.9944 1.0301 -0.845
H 3.0250 2.9524 -0.9669 -0.088
H 3.9920 3.6734 0.2901 0.295
H 2.6050 6.3614 -1.9769 0.277
H 2.5810 4.6754 -2.4849 0.323
H 3.8690 5.2394 -1.8299 0.401
H 1.9650 0.9054 0.6011 -0.204
H 2.2410 1.5454 2.4001 0.310
```

HOMO-LUMO gap (eV): 8.7

=====

Verdict on stability: P comes out on top.

=====

P:
A single C3H10N2S2 molecule, computed with ωB97M-V with the def2-TZVPD basis set.

```
17
Properties=species:S:1:pos:R:3:nbo_charge:R:1
S 1.0152 3.8167 0.1240 -0.139
S 0.5728 2.2481 -1.1882 0.032
C 1.1908 0.7105 -0.1594 -0.497
C -0.0614 -0.2227 -0.4020 -0.078
C -0.4551 -1.0957 0.9525 -0.204
N -1.9486 -1.5451 1.0535 -0.897
N 0.0261 -1.1314 -1.4545 -0.875
H 2.0964 3.3997 0.7076 0.119
H 1.1285 0.9501 0.9503 0.248
H 2.1189 0.3722 -0.6920 0.234
H -1.0259 0.4658 -0.4547 0.200
H -0.2415 -0.4090 1.8978 0.154
H 0.2453 -1.9078 1.0679 0.193
H -2.6361 -0.8687 0.6527 0.371
H -2.2090 -2.4876 1.1182 0.379
H 0.9477 -1.2655 -1.8803 0.373
H -0.7642 -1.0296 -2.2934 0.386
```

HOMO-LUMO gap (eV): 8.5

=====

Q:
A single C3H10N2S2 molecule, computed with ωB97M-V with the def2-TZVPD basis set.

```
17
Properties=species:S:1:pos:R:3:nbo_charge:R:1
S -1.7510 -1.0657 -2.9450 -0.116
S -0.4539 0.5570 -2.6580 0.099
C -0.6970 0.8803 -0.8977 -0.570
C 0.4030 0.0113 -0.1188 -0.037
C 0.4160 0.6124 1.3746 -0.251
N 1.6120 -0.0685 2.0693 -0.862
N 0.2684 -1.5327 -0.2194 -0.865
H -2.4966 -0.2478 -3.6049 0.116
H -0.4131 1.9142 -0.7425 0.223
H -1.7235 0.9114 -0.5880 0.229
H 1.3882 0.3112 -0.5919 0.202
H 0.2992 1.6988 1.2694 0.203
H -0.5343 0.2279 1.8484 0.172
H 2.0931 0.4862 2.7833 0.363
H 1.3350 -0.8711 2.6058 0.357
H -0.7217 -1.7953 0.0869 0.357
H 0.9763 -2.0296 0.3283 0.378
```

HOMO-LUMO gap (eV): 9.2

=====

R:
A 2-piece molecular cluster, C3H10N2S2 overall, computed with ωB97M-V with the def2-TZVPD basis set.

```
17
Properties=species:S:1:pos:R:3:nbo_charge:R:1
N 2.0628 -3.3334 -0.5908 -0.859
C 1.1291 -2.5311 0.1642 0.292
N 0.1548 -1.9437 -0.3758 -0.686
H 2.9598 -2.8234 -0.6539 0.379
H 1.7224 -3.4803 -1.5741 0.380
H 1.4264 -2.3804 1.2472 0.142
H -0.1933 -1.1482 0.1388 0.350
C -0.6614 1.1346 1.5637 -0.619
C -0.9435 2.1302 0.4335 -0.534
S -0.2408 1.5457 -1.1316 0.086
S -1.0657 2.7698 -2.5978 -0.134
H 0.4401 1.0295 1.6503 0.211
H -1.1133 0.2152 1.3276 0.203
H -1.1217 1.4891 2.5094 0.228
H -0.5046 3.1487 0.6453 0.215
H -2.0238 2.2289 0.3084 0.218
H -2.0272 1.9488 -3.0644 0.130
```

HOMO-LUMO gap (eV): 9.6

=====

Verdict on stability: R comes out on top.